Below is a molecular structure, C11H39O9Ti in a non-equilibrium geometry, with properties calculated with ωB97M-V/def2-TZVPD.

Calculated values
2S+1: 4
HOMO level (alpha / beta): -5.48 / -9.90 eV
Total energy: -53578.17368 eV
⟨S²⟩: 3.75
HOMO-LUMO gap (alpha / beta): 5.889 / 10.008 eV

Geometry (Å):
Ti: 18.966 -3.145 19.286
O: 21.348 -3.384 18.862
H: 21.602 -3.401 19.796
C: 18.755 -3.678 22.746
O: 19.484 -3.720 21.501
H: 18.225 -4.623 22.896
H: 19.419 -3.511 23.592
H: 18.014 -2.890 22.670
H: 20.162 -4.423 21.521
C: 18.858 -4.155 16.287
O: 19.445 -4.760 17.455
H: 19.617 -3.647 15.688
H: 18.413 -4.927 15.663
H: 18.082 -3.437 16.570
H: 20.247 -4.248 17.679
C: 22.398 -2.748 22.543
O: 23.703 -2.975 23.016
H: 21.879 -3.707 22.430
H: 21.855 -2.135 23.261
H: 22.391 -2.206 21.587
H: 24.224 -3.319 22.273
C: 22.503 -1.797 16.324
O: 23.081 -1.648 17.596
H: 21.409 -1.805 16.378
H: 22.797 -0.931 15.722
H: 22.900 -2.676 15.802
H: 22.628 -2.282 18.177
C: 20.272 0.093 18.840
O: 20.255 -1.096 19.645
H: 19.651 -0.049 17.954
H: 19.868 0.898 19.449
H: 21.282 0.351 18.526
H: 20.994 -1.668 19.364
C: 24.808 -6.091 22.181
C: 24.573 -5.399 20.870
O: 25.242 -4.128 20.854
H: 24.548 -5.441 23.016
H: 25.815 -6.485 22.302
H: 24.117 -6.940 22.221
H: 23.498 -5.226 20.750
H: 24.891 -6.026 20.034
H: 25.171 -3.789 19.955
C: 21.234 -8.122 20.487
C: 20.504 -6.877 20.031
O: 21.145 -5.702 20.533
H: 22.312 -7.968 20.528
H: 21.069 -8.949 19.786
H: 20.899 -8.528 21.445
H: 19.463 -6.914 20.369
H: 20.483 -6.871 18.939
H: 21.327 -5.073 19.816
C: 23.960 -5.963 15.682
C: 22.800 -5.707 16.621
O: 23.273 -5.081 17.794
H: 23.665 -6.607 14.856
H: 24.814 -6.329 16.250
H: 24.287 -5.013 15.242
H: 22.340 -6.674 16.879
H: 22.034 -5.133 16.082
H: 22.597 -4.455 18.112

Here are the Mulliken charges for atoms 1 to 2, given in e: Ti 0.18; O 0.97

---

Below is a molecular structure, C11H40AgF6N19O15S2 in a non-equilibrium geometry, with properties calculated with ωB97M-V/def2-TZVPD.

Calculated values
2S+1: 2
Total charge: +1
HOMO level (alpha / beta): -10.75 / -10.75 eV
Total energy: -113052.52842 eV
⟨S²⟩: 0.76
HOMO-LUMO gap (alpha / beta): 7.839 / 2.509 eV

Geometry (Å):
Ag: -1.059 -2.958 0.812
C: 2.002 -1.025 0.592
F: 3.212 -0.507 0.371
F: 2.082 -2.333 0.552
F: 1.716 -0.683 1.868
S: 0.764 -0.266 -0.588
O: 1.097 1.125 -0.564
O: 1.067 -1.022 -1.808
N: -0.652 -0.772 0.191
S: -1.460 0.560 0.214
O: -0.952 1.476 1.200
O: -1.767 1.123 -1.096
C: -3.240 0.059 0.750
F: -4.117 0.907 0.199
F: -3.581 -1.134 0.233
F: -3.428 0.010 2.046
O: 0.792 3.593 1.436
H: 0.789 2.769 0.945
H: 0.464 3.355 2.307
O: 0.478 -3.677 -1.008
H: 1.073 -3.181 -1.579
H: 0.847 -4.565 -0.980
C: 7.462 -0.912 1.325
O: 8.404 -1.352 1.962
N: 6.710 -1.603 0.412
N: 7.293 0.441 1.186
H: 6.979 -2.529 0.130
H: 5.857 -1.191 0.080
H: 7.786 1.036 1.827
H: 6.584 0.696 0.525
C: -4.388 0.329 -3.059
O: -5.582 0.084 -2.944
N: -3.892 1.587 -3.079
N: -3.488 -0.678 -3.094
H: -2.929 1.867 -3.088
H: -4.637 2.262 -3.135
H: -2.503 -0.546 -2.934
H: -3.837 -1.611 -2.955
C: 4.281 0.535 -3.302
O: 3.653 1.521 -3.704
N: 5.588 0.369 -3.404
N: 3.746 -0.562 -2.645
H: 6.166 1.057 -3.865
H: 6.102 -0.450 -3.136
H: 4.368 -1.310 -2.416
H: 2.737 -0.503 -2.605
C: 0.104 0.947 -5.171
O: -0.469 0.326 -6.093
N: 1.226 0.580 -4.583
N: -0.395 2.093 -4.686
H: 1.468 -0.400 -4.548
H: 1.814 1.314 -4.194
H: 0.104 2.646 -3.988
H: -1.067 2.563 -5.280
C: -6.817 -1.135 0.199
O: -7.298 -1.660 1.196
N: -6.385 -1.841 -0.860
N: -6.758 0.194 -0.073
H: -5.991 -1.326 -1.634
H: -6.266 -2.822 -0.673
H: -7.122 0.818 0.628
H: -6.183 0.601 -0.788
C: -1.557 -1.512 3.838
O: -1.757 -2.046 2.745
N: -1.052 -0.258 3.911
N: -1.740 -2.037 5.085
H: -0.649 -0.039 4.802
H: -0.984 0.242 3.037
H: -2.329 -2.805 5.349
H: -1.002 -1.652 5.647
C: 1.081 4.756 -2.968
O: 0.299 5.677 -2.793
N: 0.979 3.513 -2.336
N: 2.169 4.684 -3.756
H: 0.322 3.324 -1.593
H: 1.891 3.107 -2.211
H: 2.741 3.862 -3.816
H: 2.388 5.522 -4.274
C: -2.757 3.038 4.636
O: -3.122 4.147 4.273
N: -1.592 2.916 5.334
N: -3.404 1.876 4.546
H: -1.010 3.714 5.513
H: -1.370 2.016 5.716
H: -2.988 1.033 4.899
H: -4.371 1.763 4.295
C: 1.058 -4.609 3.064
O: 0.282 -3.903 2.409
N: 1.292 -4.504 4.388
N: 1.938 -5.471 2.503
H: 2.064 -4.942 4.855
H: 0.753 -3.791 4.853
H: 1.786 -5.530 1.505
H: 2.084 -6.379 2.918

Here are the Mulliken charges for atoms 1 to 2, given in e: Ag 0.81; C 0.73

---

Below is a molecular structure, C11H40AgO11Y in a non-equilibrium geometry, with properties calculated with ωB97M-V/def2-TZVPD.

Calculated values
2S+1: 2
Total charge: +3
HOMO level (alpha / beta): -16.85 / -16.85 eV
Total energy: -39586.09212 eV
⟨S²⟩: 0.75
HOMO-LUMO gap (alpha / beta): 4.906 / 3.976 eV

Geometry (Å):
Ag: -2.114 2.666 -2.619
Y: -2.877 -0.858 -1.929
O: -2.341 1.101 -0.793
C: -1.175 0.885 0.029
C: -0.226 -0.218 -0.393
O: -0.804 -1.226 -1.197
H: -1.589 0.639 1.004
H: -0.592 1.807 0.075
H: 0.313 -0.569 0.496
H: 0.572 0.271 -0.986
C: -0.185 -4.702 -0.566
O: 0.733 -3.654 -0.231
H: 0.287 -5.663 -0.405
H: -1.059 -4.625 0.090
H: -0.521 -4.604 -1.605
H: 0.320 -2.843 -0.546
C: 1.727 -2.857 -3.348
O: 2.051 -1.604 -2.685
H: 1.639 -3.671 -2.637
H: 0.797 -2.726 -3.906
H: 2.491 -3.009 -4.102
H: 1.309 -1.320 -2.133
C: -3.079 4.491 -0.175
O: -2.384 4.637 -1.422
H: -3.811 5.283 -0.024
H: -3.600 3.537 -0.160
H: -2.366 4.511 0.652
H: -2.051 5.542 -1.440
C: 0.909 2.324 -3.437
O: 0.156 2.985 -2.424
H: 0.242 2.060 -4.264
H: 1.674 2.979 -3.851
H: 1.350 1.379 -3.099
H: 0.783 3.358 -1.756
C: 1.433 -1.688 3.384
O: 2.686 -2.344 3.510
H: 1.231 -1.460 2.320
H: 0.603 -2.320 3.714
H: 1.459 -0.793 3.995
H: 2.713 -3.126 2.954
C: -3.974 2.167 3.334
O: -3.110 1.038 3.098
H: -4.757 2.249 2.573
H: -4.412 2.051 4.315
H: -3.382 3.085 3.264
H: -2.582 1.195 2.316
C: 2.841 3.233 -0.347
O: 1.700 4.066 -0.532
H: 2.725 2.305 -0.904
H: 3.756 3.771 -0.593
H: 2.954 2.950 0.709
H: 1.819 4.859 0.001
C: -1.855 -2.633 2.220
O: -3.065 -3.280 1.867
H: -0.951 -3.023 1.731
H: -1.935 -1.583 1.918
H: -1.666 -2.646 3.296
H: -3.012 -4.216 2.088
C: 3.766 -1.690 0.308
O: 4.118 -1.592 -1.011
H: 4.635 -1.529 0.941
H: 2.974 -0.968 0.556
H: 3.420 -2.753 0.423
H: 3.289 -1.630 -1.657

Here are the Mulliken charges for atoms 1 to 2, given in e: Ag 0.73; Y 1.61